Entry 1:
The following is a DFT calculation (wB97M-V/def2-TZVPD) of a structure of composition C42H59AsKN5OS.

Structure (XYZ):
```
110
Properties=species:S:1:pos:R:3:forces:R:3:mulliken_charge:R:1
H 2.27582 -4.26583 3.25638 -0.0150 -0.0080 0.0080 0.468
H 3.42760 5.85740 -0.84055 -0.0060 0.0000 0.0073 0.379
H 6.52625 -0.44156 2.95404 -0.0002 0.0005 -0.0103 0.376
H 1.50034 -4.21315 -0.89439 -0.0052 0.0108 0.0047 0.482
H 0.27470 -1.62424 -2.48204 0.0122 -0.0127 -0.0153 0.471
C -3.66256 1.03581 -0.89911 -0.0134 0.0116 -0.0217 -0.868
H -0.00033 2.84031 1.92548 -0.0211 0.0380 0.0049 0.464
H -4.68602 -1.19262 3.45169 -0.0006 0.0029 -0.0059 0.301
C -5.76358 -0.06854 -0.30873 -0.0335 -0.0309 -0.0075 -1.169
H 0.15848 -1.19605 -4.89985 -0.0075 0.0052 -0.0044 0.448
As 0.64333 -3.77176 1.41979 -0.0019 -0.0427 0.1028 0.506
H 1.17439 -5.75853 -0.13425 -0.0111 -0.0075 0.0106 0.459
H -4.25196 1.94893 -0.98689 -0.0062 -0.0040 0.0040 0.376
H 3.52955 -4.89858 0.51368 -0.0023 0.0173 0.0034 0.289
H -0.01920 2.90309 -7.53710 0.0003 0.0039 0.0008 0.427
H -0.47802 -4.65166 3.46682 0.0064 0.0035 -0.0061 0.519
H -0.48358 -7.15514 3.15550 -0.0048 0.0125 0.0044 0.430
C -0.17047 -1.27131 6.86298 0.0402 0.0170 -0.0134 -0.702
C 0.17388 -6.50796 2.56975 0.0089 -0.0342 -0.0064 -1.297
H -2.69397 -2.52109 2.74505 -0.0122 -0.0217 -0.0225 0.262
C 3.13607 -0.56194 2.79167 -0.1750 0.0792 0.2108 0.898
C 1.29380 0.64027 -6.86035 0.0082 -0.0056 -0.0219 -1.622
H 0.14296 2.98768 -3.99498 -0.0043 0.0076 0.0109 0.641
H -4.07900 -3.56651 2.35328 0.0125 0.0063 0.0041 0.372
H -2.82824 -3.23569 1.13453 -0.0048 -0.0052 -0.0148 0.150
H 1.25078 0.83971 -7.93304 -0.0013 0.0010 0.0030 0.454
H 2.21807 1.06905 -6.46935 -0.0049 0.0058 0.0066 0.371
C 3.31537 -5.13025 1.55804 0.0236 -0.0128 -0.0031 -1.440
C 0.19419 1.94999 -3.70501 -0.0589 -0.0459 -0.0096 0.011
C 0.33067 6.94446 -1.95763 -0.0044 0.0030 -0.0181 -1.573
C 0.06836 1.24939 -6.16543 -0.0018 -0.0250 0.0189 2.061
C 4.04885 -0.55578 0.63041 -0.0585 -0.0080 -0.0199 -0.626
C 2.43764 -4.06074 2.19443 -0.0198 0.0390 -0.0310 0.103
C -1.47532 -0.50347 4.49229 0.0266 0.0137 0.0421 -0.221
N 0.09061 2.28523 -0.04118 -0.0929 0.0172 -0.0829 0.322
H 0.35781 7.33507 0.76007 -0.0032 -0.0040 -0.0042 0.416
H -3.27292 -0.65833 5.63587 -0.0060 -0.0039 0.0210 0.365
H 4.27403 -5.18709 2.07844 0.0032 -0.0050 -0.0080 0.429
C 4.42127 -0.50761 3.35501 0.0344 0.0068 -0.0763 -0.751
H 2.86110 -6.12091 1.58914 -0.0034 -0.0156 0.0020 0.276
C 1.30709 6.34560 -0.93689 -0.0059 -0.0298 0.0277 2.053
H -0.50992 -5.25725 -1.96886 -0.0008 -0.0002 -0.0008 0.395
C 0.25662 -0.60501 -2.85534 0.0146 -0.0073 -0.0345 -1.080
H 1.33983 -0.44013 -6.72220 -0.0042 -0.0028 0.0046 0.340
H 0.28958 -6.96887 1.58674 -0.0066 0.0159 -0.0022 0.258
C 0.15121 0.95499 -4.67131 -0.0008 0.0192 -0.0074 0.396
H -5.90347 -0.12873 -1.39254 -0.0020 -0.0026 -0.0002 0.385
H -0.68159 6.98611 -1.55147 0.0002 0.0003 0.0061 0.371
H 0.94044 3.24889 -6.10045 0.0031 -0.0084 -0.0011 0.408
H -2.09691 1.02767 -6.25012 0.0031 0.0064 0.0057 0.373
H 0.32932 -1.56882 7.77565 0.0029 -0.0017 -0.0021 0.406
K 0.05894 -0.46228 0.76189 0.2021 0.0437 -0.0755 1.439
N -4.35583 0.12398 -0.00324 -0.0159 -0.0036 -0.0492 0.232
C 2.86896 -0.58611 1.40489 0.0529 0.0054 -0.0331 -0.305
H 0.64368 5.18136 1.54320 0.0047 -0.0040 -0.0005 0.502
C 5.33461 -0.51222 1.15253 0.0223 -0.0310 0.0347 -0.519
H 1.15092 -6.51229 3.05277 0.0152 -0.0047 0.0140 0.248
N -4.17762 -1.68089 1.48586 -0.0464 0.0069 -0.0666 0.216
H -1.96986 -0.21017 3.57290 0.0178 0.0198 0.0011 0.509
C 0.03870 2.74826 -6.45868 -0.0001 0.0276 -0.0124 -2.110
S 2.25387 -1.11966 5.41017 0.0439 -0.0166 -0.0493 -0.384
H -1.21891 -0.46605 -6.58743 0.0020 -0.0018 0.0019 0.327
C -3.39764 -2.81227 1.95660 0.0192 -0.0548 0.0498 -0.799
C 0.77440 -4.75539 -0.28383 0.0527 0.0296 0.0105 -0.854
C -0.38419 -5.09579 2.47165 -0.0194 0.0158 -0.0143 -0.659
C 2.71549 6.29096 -1.54438 0.0152 0.0066 -0.0143 -1.598
C 0.18665 -0.36004 -4.21355 0.0031 -0.0461 -0.0214 -0.741
C -3.59534 -0.89295 0.52504 0.1472 0.0736 0.2000 0.271
C -1.54560 -1.13722 6.82413 -0.0589 -0.0043 -0.0099 -0.525
C -0.58142 -4.80101 -0.97913 -0.0399 -0.0145 -0.0239 -1.196
C 1.99095 -0.63664 3.72598 0.0230 -0.0414 -0.1002 0.165
H -1.39372 -5.10831 2.05288 -0.0130 -0.0064 -0.0091 0.268
H -1.30313 -5.38698 -0.40479 0.0057 0.0040 0.0045 0.350
H 4.56720 -0.46610 4.43043 -0.0200 -0.0037 0.0159 0.352
C 0.75329 3.96797 -1.59528 0.0480 0.0064 0.0760 0.177
H -2.68038 1.28259 -0.50495 0.0109 -0.0091 0.0193 0.058
C 5.52959 -0.48575 2.53229 0.0004 0.0078 -0.0120 -0.761
C -2.19453 -0.75737 5.64372 0.0156 0.0074 0.0077 -0.681
C -1.20884 0.61453 -6.73183 -0.0057 -0.0044 -0.0195 -1.621
H 2.04778 6.88725 1.04202 0.0030 -0.0016 -0.0048 0.418
H -3.52982 0.60218 -1.89630 -0.0005 -0.0016 -0.0012 0.381
H -6.12643 -0.99552 0.12671 0.0003 0.0233 -0.0156 0.385
H 2.73893 5.69272 -2.45602 -0.0032 0.0008 -0.0016 0.309
H 6.19592 -0.49991 0.49117 -0.0035 0.0037 -0.0042 0.387
H -6.36890 0.75895 0.06785 0.0054 0.0066 0.0025 0.305
H 1.65666 8.25202 -0.00116 0.0007 -0.0020 -0.0038 0.441
H 0.63785 7.95970 -2.21609 0.0016 0.0010 0.0035 0.458
H -1.00251 -3.79915 -1.10079 0.0082 -0.0040 0.0073 0.144
H -6.05369 -1.72752 2.46354 0.0086 -0.0011 -0.0031 0.299
H -5.35839 -0.11296 2.22775 0.0012 -0.0069 0.0077 0.411
C 1.34117 7.25008 0.29382 0.0031 0.0203 0.0167 -2.202
C 0.86317 4.92801 -0.59008 0.0076 -0.0022 -0.0681 0.336
H 3.05140 7.29901 -1.79582 -0.0013 0.0002 0.0009 0.452
C 0.28407 1.61340 -2.35494 0.0249 0.1805 0.1592 -0.530
H 0.30110 6.36021 -2.87827 0.0001 0.0020 -0.0004 0.302
C 0.55390 -1.01831 5.70158 -0.0386 0.0062 0.0645 0.638
H 3.96244 -0.57393 -0.45604 0.0015 0.0142 -0.0010 0.354
C 0.36925 2.67090 -1.29085 0.0185 -0.1358 -0.1330 -1.071
N 0.31132 0.35224 -1.93606 -0.0686 0.0012 -0.0157 0.212
C 0.20155 3.19068 0.91787 0.0329 0.0088 0.0361 -0.929
C -0.08401 -0.62956 4.51824 -0.1119 -0.0654 -0.1807 -0.671
H -0.82903 3.23349 -6.00746 -0.0053 -0.0068 0.0002 0.405
N 0.74327 -0.42545 3.43063 0.1072 0.0346 0.1652 0.277
H 2.92931 -3.08946 2.13372 -0.0082 -0.0321 -0.0018 -0.377
C 0.57451 4.51073 0.69938 -0.0063 -0.0164 0.0756 -0.749
C -5.12533 -1.15063 2.45043 -0.0233 0.0193 0.0315 -1.099
H -2.12690 -1.33054 7.71625 0.0020 -0.0010 -0.0001 0.381
H -1.27892 0.81032 -7.80377 0.0014 0.0009 0.0037 0.449
O -2.43002 -1.06690 0.17771 -0.0393 -0.0454 -0.1141 -0.514
H 1.00707 4.22935 -2.61243 -0.0008 -0.0079 -0.0123 0.479
```
Forces are in eV/Å.

Properties
Calculated total energy   -142009.8159 eV
HOMO-LUMO gap   6.18 eV
Energy above the lowest of the compared OMol25 structures with the same formula, charge and spin   6.4 kcal per mole
Spin multiplicity   1
HOMO level   -5.975 eV



Entry 2:
The following is a DFT calculation (wB97M-V/def2-TZVPD) of a structure of composition C42H59N9O2SbSi2Y in a non-equilibrium geometry.

Structure (XYZ):
```
116
Properties=species:S:1:pos:R:3:forces:R:3:mulliken_charge:R:1
C -3.68018 4.83308 -6.12290 -0.0362 -0.0517 -0.0126 -0.766
Sb 3.15528 0.90520 -0.26108 -0.4231 -0.1633 0.1385 -0.180
H 5.34538 3.58195 -0.15752 -0.0346 -0.0267 0.0129 0.318
C -3.69514 3.11033 -3.94410 0.1066 0.0142 0.1194 -0.345
C -5.39144 1.68536 -5.09013 0.4386 0.4159 0.1869 0.615
H 2.56407 -3.09597 2.97054 0.0162 0.0286 0.0281 0.339
H 5.85170 -0.45648 1.33716 -0.0262 0.0005 -0.0020 0.275
C -1.97843 4.53812 -2.75752 0.0720 -0.1377 0.0926 -1.078
H -5.55006 -3.24976 0.28402 -0.0006 -0.0269 0.0019 0.432
H -3.82662 1.60324 0.71125 0.0056 -0.0340 -0.0001 0.571
H 0.75109 -1.24844 -3.57459 0.0600 0.0045 0.0256 0.415
C 5.11329 3.16631 0.82626 0.0087 0.0460 0.0123 -1.678
C 0.99630 -5.23863 1.23877 -0.0142 0.0755 0.0133 -0.682
H -5.14287 3.50500 -6.97770 0.0127 0.0013 0.0236 0.532
H -2.54564 4.96487 -1.92934 -0.0541 0.0030 -0.0046 0.200
C 1.22677 -6.28798 0.36447 -0.0098 0.0410 -0.0343 -0.767
C -2.86496 4.22588 -3.93723 -0.0457 -0.0365 -0.0082 1.015
Si 0.26317 -2.61403 2.11412 0.0542 -0.3655 -0.2813 1.420
H -7.97256 -2.11864 -4.92320 0.0158 0.0059 0.0236 0.525
C 0.43532 -3.75305 -0.58805 0.1030 -0.2189 -0.0208 0.096
C 1.20721 -1.79200 -2.73804 0.0902 0.1190 -0.1587 -1.050
C 3.67688 2.65923 0.89029 0.0524 0.2308 -0.0165 0.648
H 1.53685 -7.25710 0.73969 -0.0069 0.0215 -0.0044 0.388
H -7.65214 -4.00455 -1.08757 0.0170 0.0288 -0.0073 0.463
H -2.26570 -1.74872 -2.66322 0.0141 -0.0512 -0.0212 0.244
C 0.51374 1.76669 3.09445 -0.1213 -0.0153 -0.0200 0.418
H 0.40791 3.37858 4.34253 0.0312 -0.0113 0.0372 0.230
C -7.56693 -2.15569 -3.92079 -0.1079 -0.1629 0.0188 -0.963
H -3.69451 2.42046 -3.10750 -0.0045 0.0155 -0.0099 0.835
N -2.96524 -0.28568 0.13919 0.3096 -0.1131 0.2228 0.610
C -2.85985 5.07900 -5.02967 0.0347 0.0556 -0.0371 -0.794
C -1.61651 -2.59998 -2.42642 -0.0613 -0.0489 -0.1379 -1.602
H 1.57635 -2.74458 -3.12987 -0.0188 0.0383 -0.0230 0.569
C 6.17091 0.90912 -1.36123 0.0396 0.0095 -0.0823 -1.498
H 4.29517 2.42172 -2.86343 0.0164 -0.0338 0.0188 0.310
H 2.76711 -2.17678 -0.08848 -0.0278 0.0248 0.0113 -0.011
H -1.49421 -2.72347 3.90307 -0.0176 -0.0442 -0.0455 0.319
C -0.04167 1.70253 -2.19918 0.0338 0.0443 -0.0313 -0.954
H 4.97120 0.57868 2.46632 -0.0111 -0.0265 -0.0055 0.321
C -1.39453 2.80388 -1.02485 0.0047 0.0126 0.1176 -0.582
H -1.21982 -4.33602 3.20726 0.0014 0.0539 0.0103 0.434
H -5.47453 -0.40970 -1.91303 -0.0041 -0.0138 -0.0053 0.844
H 0.66772 0.94468 -2.49244 -0.0370 0.0253 0.0118 0.340
H 6.82431 0.48617 -2.13193 0.0013 0.0165 0.0164 0.429
H 3.32913 1.03276 -3.36134 0.0137 -0.0202 0.0324 0.240
C -1.67303 0.74423 2.65889 -0.0243 0.0451 0.1043 -1.022
C -7.90991 -3.17424 -3.04444 0.0120 0.0598 -0.0685 -0.631
H 5.26090 3.97285 1.55414 -0.0102 -0.0110 -0.0194 0.410
H 1.13223 -5.41343 2.30389 -0.0064 0.0078 -0.0366 0.261
C 0.59949 -3.96377 0.79903 0.0388 -0.2232 -0.1202 0.523
N -5.15457 -0.00406 0.56704 0.2402 -0.1855 -0.0290 -0.913
C -3.97206 0.55877 0.49226 -0.1051 0.0289 -0.0250 -0.816
H 5.06019 -1.16313 2.73649 -0.0108 0.0314 -0.0123 0.439
H -8.59139 -3.95205 -3.36345 0.0146 0.0110 0.0127 0.395
C 1.05249 -6.08540 -1.00045 -0.0072 0.0316 0.0259 -0.864
C 2.69280 3.77672 0.53509 0.0115 0.0730 0.0684 -1.494
O 1.08523 1.26869 2.10518 -0.3347 -0.1348 -0.1824 -0.114
H 1.35436 -3.70398 4.10529 0.0319 0.0158 -0.0227 0.490
H -2.21686 -3.35567 -1.90816 0.0030 0.0261 -0.0416 0.392
C -0.63962 1.07435 3.74924 -0.1223 -0.0459 0.0155 -0.728
N -0.60382 1.75021 -0.95558 0.0442 -0.2334 -0.0266 0.607
C -1.30785 -3.26944 2.97054 -0.2470 0.0008 0.1329 -1.280
H -3.12662 -2.38422 -0.26867 0.0031 0.0579 0.0397 0.445
N -4.87847 -1.30214 0.27879 -0.2689 0.0844 -0.0522 0.774
H 5.03561 1.12963 -3.80353 -0.0220 -0.0070 0.0194 0.411
C -4.50673 2.86134 -5.03953 -0.3027 -0.3056 -0.1425 -0.045
C -7.37972 -3.20082 -1.76358 -0.0355 -0.0599 0.0215 -0.891
H 6.36481 1.98259 -1.33491 -0.0310 -0.0423 -0.0034 0.290
H 2.87356 4.67373 1.14429 -0.0088 -0.0543 -0.0083 0.370
H 2.83778 -0.60387 1.85753 -0.0108 -0.0582 -0.0175 -0.544
N -1.30358 3.36072 -2.22997 0.0602 0.1239 -0.2932 0.842
C 0.66337 -4.83614 -1.45579 -0.0210 0.0631 0.0504 -0.403
C 4.71646 0.61132 -1.71423 0.0847 0.0365 -0.2767 0.730
Si -0.09683 -2.07611 -1.37015 -0.0878 -0.7259 -0.1970 1.647
H 5.85006 2.39199 1.03840 -0.0440 -0.0141 0.0178 0.358
C 4.31589 1.33578 -3.00419 0.0779 0.0147 -0.0178 -1.380
H -2.43501 0.08625 3.08892 -0.0222 -0.0586 -0.0181 0.358
H 4.51311 -2.01071 -0.29787 -0.0023 0.0059 0.0350 0.467
C -3.58158 -1.44755 0.01723 0.0701 -0.0685 -0.1512 -0.580
N 0.88159 2.96916 3.55882 0.1396 -0.0448 -0.0616 -0.307
H -2.20487 1.67875 2.41200 0.0183 0.0131 -0.0232 0.331
Y -0.41931 -0.22082 0.76020 -0.0741 2.0078 0.4515 0.456
C 3.70199 -1.96528 0.43531 0.0833 -0.0400 0.0469 -1.504
C -4.50374 3.72263 -6.13228 0.0412 0.1371 -0.0863 -0.962
C -6.34188 -0.07835 -4.42526 -0.0322 -0.3286 0.4494 0.628
N -6.80060 0.14756 -5.59970 0.1812 0.4624 -0.3680 -0.525
H 3.46269 2.30773 1.90302 0.0225 0.0347 0.0424 0.273
C -5.94822 -2.25958 0.06390 0.1471 0.0558 0.0625 -1.461
H 0.53361 -4.69668 -2.52670 0.0038 -0.0041 0.0326 0.264
H 4.61444 -0.46516 -1.88819 0.0437 0.0161 -0.0455 0.188
H 1.65573 3.46261 0.67847 0.0239 -0.0186 -0.0203 0.142
C -6.68687 -1.16846 -3.50083 0.0419 0.2547 -0.2987 -0.255
H -1.02386 1.66953 4.58685 0.0769 0.0444 0.0381 0.535
H -3.66573 5.50140 -6.97372 0.0065 -0.0018 0.0201 0.396
C -6.49948 -2.21105 -1.34332 0.0170 0.0563 -0.0330 1.055
H 1.72978 -1.97750 4.04907 0.0002 -0.0611 0.0221 0.337
H 1.63143 3.46954 3.10925 0.0005 -0.0031 -0.0029 0.178
C 1.59984 -2.87429 3.43393 0.1769 0.0213 0.2132 -1.499
H -6.72117 -2.03851 0.79765 -0.0444 0.0113 0.0030 0.359
H -0.23914 0.14564 4.17036 0.0183 -0.0050 -0.0166 0.008
H 2.79731 4.08470 -0.50974 0.0252 -0.0211 0.0199 0.390
H 3.86044 -2.78711 1.13868 0.0028 -0.0047 0.0072 0.525
H -1.21822 5.26055 -3.04835 0.0290 0.0232 0.0029 0.452
H -1.30579 -3.04889 -3.37653 -0.0198 -0.0002 0.0445 0.519
C 4.96039 -0.39173 1.96446 0.0083 -0.0602 0.0389 -1.545
H 2.07497 -1.21642 -2.39938 -0.0043 -0.0351 -0.0115 -0.251
N -6.16408 1.32174 -6.04419 -0.4042 -0.4994 -0.0050 -0.480
C -6.15178 -1.19480 -2.22044 0.0288 -0.0208 0.0989 -0.046
H 1.22169 -6.89511 -1.70183 -0.0012 0.0167 0.0160 0.383
H 6.48297 0.49436 -0.40428 -0.0391 -0.0299 -0.0094 0.208
H -2.19630 -3.14174 2.34030 0.0218 -0.0378 0.0374 0.150
N -0.43184 2.66457 -3.00100 -0.1562 -0.0264 0.2544 -0.862
H -2.01998 3.19338 -0.23563 0.0242 -0.0329 -0.0263 0.424
H -2.19935 5.93872 -5.03460 -0.0147 -0.0148 0.0019 0.392
O -5.43925 0.85218 -4.02489 0.0083 -0.0046 0.0605 -0.224
C 3.68371 -0.62295 1.16360 0.1410 -0.0797 0.0565 1.378
```
Forces are in eV/Å.

Properties
Calculated total energy   -85353.7945 eV
HOMO-LUMO gap   6.08 eV
Energy above the lowest of the compared OMol25 structures with the same formula, charge and spin   0.0 kcal per mole
Spin multiplicity   1
HOMO level   -6.185 eV